162
Properties=species:S:1:pos:R:3:forces:R:3 method="wB97M-V/def2-TZVPD" gap_ev=3.2 lumo_energy_ev=-2.576 homo_energy_ev=-5.73 energy_ev=-89433.9865 charge=0 e_above_lowest_ev=0.0000
C -5.661 2.815 -1.559 1.10 -1.33 -0.09
C -6.659 2.399 -2.707 2.27 1.14 0.62
C -6.304 3.291 -3.925 -0.38 1.60 0.84
C -6.865 2.926 -5.254 0.18 -3.53 -1.08
C -6.256 1.513 -5.523 1.60 0.95 -0.08
C -6.465 0.403 -4.455 0.56 0.65 -1.59
N -6.196 0.935 -3.074 -1.88 -5.44 4.67
O -6.027 -0.017 -2.129 -0.56 6.49 -5.50
C -5.488 -0.797 -4.777 -2.01 -0.32 -0.12
C -8.017 0.074 -4.584 0.63 -0.57 1.08
C -8.142 2.559 -2.360 0.30 -1.28 -0.68
H -4.719 2.323 -1.797 0.34 0.05 -0.59
H -5.770 2.407 -0.554 -1.32 0.13 0.00
H -5.349 3.858 -1.502 -0.84 0.24 -0.32
H -5.228 3.460 -3.904 0.10 -0.27 -0.55
H -6.762 4.256 -3.708 0.13 0.24 0.69
H -6.613 3.506 -6.141 0.33 0.52 0.53
H -7.939 2.757 -5.328 -0.25 0.66 0.57
H -5.181 1.690 -5.565 0.26 -0.08 0.03
H -6.464 1.171 -6.536 -0.50 -0.51 0.25
H -5.746 -1.636 -4.130 0.52 0.09 0.33
H -4.418 -0.623 -4.893 -0.19 0.64 0.68
H -5.797 -1.173 -5.752 -0.16 0.23 -0.24
H -8.088 -0.523 -5.493 -0.06 -0.14 0.21
H -8.699 0.919 -4.676 0.58 0.29 -0.14
H -8.375 -0.445 -3.696 0.09 -0.51 -0.19
H -8.457 1.656 -1.838 -0.46 0.45 0.56
H -8.681 2.681 -3.299 -0.20 -0.17 0.09
H -8.282 3.486 -1.803 0.22 -0.38 0.36
C 5.063 -1.891 -1.554 -0.42 0.92 -0.07
C 5.136 -1.093 -0.242 1.16 -0.07 0.15
C 6.370 -0.145 -0.183 -1.23 1.57 0.72
N 6.411 0.777 1.146 0.38 -1.17 -0.61
C 6.110 -0.116 2.375 0.63 1.32 -0.95
C 5.550 2.035 1.124 0.15 0.84 -0.84
C 6.549 3.262 0.977 -0.22 -0.41 1.18
C 7.778 2.767 1.760 -1.08 -1.45 -1.03
C 7.830 1.309 1.235 1.07 0.47 1.71
H 6.041 -2.305 -1.804 -0.19 -0.12 -0.20
H 4.688 -1.236 -2.341 0.47 0.03 -0.33
H 4.287 -2.656 -1.534 0.26 -0.24 0.35
H 5.234 -1.821 0.563 -0.12 0.05 0.29
H 4.228 -0.511 -0.082 0.04 0.07 0.06
H 6.316 0.633 -0.944 -0.10 -0.18 -0.30
H 7.378 -0.555 -0.248 -0.31 -0.55 0.19
H 6.698 -1.020 2.217 0.04 0.11 0.38
H 5.052 -0.348 2.499 0.02 0.31 -0.42
H 6.450 0.524 3.189 0.00 -0.55 0.35
H 4.978 2.129 2.047 0.20 -0.26 0.07
H 4.806 1.882 0.343 0.03 0.38 -0.05
H 6.257 4.107 1.599 -0.88 0.14 -0.64
H 6.807 3.610 -0.024 -0.32 -0.34 -0.07
H 7.483 2.805 2.809 0.55 -0.01 0.15
H 8.691 3.316 1.530 -0.09 -0.11 0.28
H 8.356 0.651 1.927 0.19 -0.11 -0.21
H 8.400 1.365 0.307 -0.69 -0.53 -0.37
C -4.283 -0.556 1.324 -0.63 0.29 0.04
C -3.109 -0.934 0.494 1.50 -0.77 -0.67
C -2.042 0.060 -0.057 -1.29 -0.85 -0.77
N -0.915 -0.731 -0.765 0.54 2.73 -2.72
C -1.507 -1.694 -1.905 0.90 -0.48 1.36
C 0.044 0.283 -1.576 -1.78 -0.10 -0.80
C 1.320 -0.424 -1.737 1.69 -1.08 -1.00
C 1.428 -1.448 -0.686 -0.49 -1.60 3.42
C 0.143 -1.343 0.185 -1.52 0.87 -1.14
H -4.986 0.082 0.786 0.05 0.49 0.31
H -4.017 -0.208 2.322 -0.24 0.29 -0.02
H -4.833 -1.494 1.403 -0.12 0.02 0.44
H -3.559 -1.497 -0.323 0.41 0.01 -0.32
H -2.559 -1.672 1.078 0.15 -0.25 -0.02
H -1.708 0.789 0.681 0.88 -0.54 0.23
H -2.492 0.663 -0.845 0.01 -0.04 -0.33
H -0.659 -2.006 -2.515 0.22 -0.43 0.55
H -2.182 -1.328 -2.679 -0.19 1.36 0.80
H -2.015 -2.500 -1.376 0.38 -0.37 -0.16
H -0.176 0.366 -2.641 -1.78 0.56 0.25
H 0.021 1.273 -1.120 0.23 -0.35 0.38
H 1.376 -1.010 -2.654 -0.25 0.58 -0.55
H 2.194 0.227 -1.752 -0.18 0.21 0.08
H 1.442 -2.521 -0.878 0.57 0.18 -1.21
H 2.320 -1.193 -0.114 -0.21 -0.43 0.68
H -0.422 -2.223 0.492 0.98 -0.45 0.52
H 0.244 -0.575 0.952 -0.14 -0.21 0.30
C 2.754 -3.573 2.507 0.34 -0.37 0.50
C 4.158 -4.088 2.873 0.53 -0.37 -1.08
C 4.139 -5.572 3.317 1.19 0.13 1.18
N 5.514 -6.092 4.044 0.76 0.79 -1.09
C 5.517 -7.653 4.022 -0.41 1.82 0.02
C 5.651 -5.511 5.474 0.83 -0.68 -0.47
C 7.194 -5.271 5.736 -1.87 -1.27 0.49
C 7.619 -4.747 4.400 0.06 1.15 -0.86
C 6.873 -5.523 3.323 -1.22 -0.44 0.48
H 2.295 -4.200 1.743 -0.01 -0.01 0.02
H 2.813 -2.559 2.112 -0.03 0.00 0.09
H 2.128 -3.590 3.399 -0.20 0.15 -0.12
H 4.707 -3.403 3.518 -0.45 -0.24 0.97
H 4.787 -3.952 1.992 -0.10 -0.54 -0.51
H 3.888 -6.321 2.566 0.49 0.37 -0.48
H 3.352 -5.728 4.055 0.22 0.12 0.44
H 6.261 -8.014 4.733 -0.10 0.03 -0.14
H 5.723 -7.961 2.997 0.09 0.01 0.18
H 4.501 -7.945 4.288 0.19 -0.20 0.17
H 5.120 -6.200 6.130 0.20 0.13 0.15
H 5.205 -4.518 5.538 -0.37 -0.22 -0.42
H 7.720 -6.177 6.037 -0.09 -0.18 -0.21
H 7.218 -4.624 6.613 0.42 0.39 -0.35
H 8.683 -4.768 4.161 0.05 -0.17 0.34
H 7.328 -3.700 4.312 -0.03 0.16 0.13
H 7.527 -6.307 2.941 -0.66 -0.57 0.19
H 6.559 -4.928 2.466 -0.02 -0.04 0.24
C 0.493 4.899 -1.788 -0.95 0.51 1.66
C -0.529 5.408 -0.642 0.83 0.53 -2.05
C -1.492 4.339 -0.251 -0.22 1.25 0.62
N -2.092 4.686 1.219 0.31 -1.44 -2.30
C -2.700 6.090 1.362 -0.79 -1.66 -1.58
C -0.983 4.502 2.205 0.93 -0.76 -0.78
C -1.585 3.883 3.415 -1.07 -0.58 1.74
C -3.067 3.501 3.075 0.12 0.99 -0.98
C -3.075 3.538 1.523 0.04 0.02 1.14
H 0.022 4.165 -2.442 -0.08 -0.34 0.33
H 1.342 4.491 -1.240 0.18 -0.16 -0.56
H 0.754 5.704 -2.475 0.29 0.17 0.44
H -1.127 6.154 -1.166 0.07 0.50 0.37
H -0.087 5.873 0.240 0.63 -0.06 -0.40
H -1.006 3.364 -0.251 -0.41 -0.08 0.68
H -2.218 4.433 -1.058 -0.87 -0.82 0.70
H -3.373 6.187 0.510 0.22 0.17 -0.36
H -1.920 6.847 1.283 -0.22 -0.18 0.54
H -3.430 6.103 2.171 0.87 0.16 0.60
H -0.349 5.387 2.259 -0.57 0.20 0.44
H -0.297 3.718 1.887 -0.01 0.03 -0.95
H -1.502 4.528 4.290 -0.28 -0.06 0.08
H -1.029 2.969 3.623 0.04 0.05 0.12
H -3.751 4.288 3.393 -0.02 -0.09 0.36
H -3.440 2.556 3.468 0.30 0.07 -0.04
H -4.035 3.645 1.018 -0.05 0.68 0.24
H -2.728 2.578 1.139 0.76 0.37 -0.15
O -2.825 1.908 -6.036 -1.69 0.47 -1.12
C -2.266 1.735 -4.845 -2.32 -0.38 3.69
O -1.082 1.571 -4.900 5.42 -0.49 -0.32
O -2.908 1.703 -3.795 -2.65 0.27 1.59
H -1.902 1.823 -6.286 0.88 0.12 -3.29
O 2.730 0.799 2.645 3.69 -2.99 2.51
C 1.745 1.474 2.218 -5.49 2.88 -3.05
O 1.858 2.075 1.174 1.74 2.06 -3.05
O 0.633 1.397 2.789 -0.44 -0.80 2.06
H 2.189 0.365 3.308 0.56 -1.07 1.33
O -3.841 -5.342 1.343 -2.46 -0.92 4.25
C -3.630 -4.823 0.185 -3.95 0.38 -5.44
O -2.440 -4.830 -0.062 6.01 1.37 -1.64
O -4.514 -4.473 -0.571 -2.01 0.92 -0.90
H -2.934 -5.026 1.354 2.73 -1.26 3.80
O 1.932 -3.569 -4.085 -4.62 -4.45 5.92
C 2.523 -3.375 -5.162 2.52 -3.87 -8.70
O 2.948 -2.208 -5.182 2.38 4.81 -1.11
O 2.723 -4.210 -6.013 -0.03 -2.04 -1.69
H 2.401 -2.732 -4.129 -0.08 5.68 5.96
O -7.324 1.010 2.409 3.71 0.92 2.67
C -8.339 0.638 1.730 -6.27 -1.35 -4.07
O -9.150 -0.220 2.241 1.84 1.25 -0.35
O -8.498 1.224 0.604 0.63 -0.46 0.69
H -7.431 0.443 3.176 0.35 -0.14 0.71


18
Properties=species:S:1:pos:R:3:forces:R:3 method="wB97M-V/def2-TZVPD" gap_ev=5.0 lumo_energy_ev=-1.009 homo_energy_ev=-5.96 energy_ev=-165819.9925 charge=0
C -1.627 0.687 0.724 -0.01 -0.03 0.23
C -0.817 -0.455 1.198 1.51 -0.28 0.86
Br -0.942 -0.811 2.977 3.46 0.38 -1.40
C -0.019 -1.283 0.395 -0.75 -0.09 0.54
Br 0.927 -2.750 1.116 0.06 -0.01 -0.26
S 0.127 -1.069 -1.245 0.39 -0.75 -0.60
C 0.902 0.528 -1.663 0.00 0.58 -0.58
C 2.369 0.558 -1.315 0.20 -0.10 0.01
N 2.875 0.284 -0.198 -0.26 -0.07 0.35
H -1.700 1.424 1.514 -0.03 0.27 0.02
H -1.243 1.147 -0.175 0.02 0.10 -0.20
H -2.646 0.342 0.551 -0.23 -0.05 -0.03
H -1.130 -0.911 -1.739 0.16 0.49 -0.05
H 0.423 1.397 -1.228 -0.29 -0.07 0.29
H 0.804 0.640 -2.740 -0.19 -0.19 -0.20
H 3.047 0.880 -2.098 0.00 0.01 -0.29
H 2.127 0.020 0.450 0.23 -0.10 0.28
I -3.478 -0.627 3.477 -4.26 -0.08 1.03


14
Properties=species:S:1:pos:R:3:forces:R:3 method="wB97M-V/def2-TZVPD" gap_ev="7.0 / 6.5" lumo_energy_ev="-14.381 / -14.809" homo_energy_ev="-21.41 / -21.30" energy_ev=-8705.1466 charge=+2 smiles=Cc1[nH][n+]#c[n+]1C e_above_lowest_ev=5.6298
C -1.781 -0.903 0.138 -0.49 0.34 -0.54
C -0.238 0.530 0.103 -3.36 0.74 0.93
C 0.909 1.230 -0.189 4.12 0.68 -0.30
C 0.660 -1.726 -0.098 0.44 -2.85 1.87
N -2.396 0.161 0.295 -1.63 -2.19 0.62
N -1.556 1.133 0.339 2.06 -0.09 -0.38
N -0.462 -0.845 -0.027 -0.71 2.12 0.46
H 1.670 0.504 -0.619 -0.90 1.18 -0.22
H 1.640 1.754 0.517 -1.30 -0.77 0.39
H 0.650 2.109 -0.779 0.00 -0.05 -0.73
H 0.535 -2.747 -0.450 -1.22 0.10 -0.61
H 0.963 -1.962 0.943 0.47 0.80 -0.52
H 1.371 -1.317 -0.745 1.29 0.69 -0.57
H -1.967 2.080 0.574 1.21 -0.69 -0.42


13
Properties=species:S:1:pos:R:3:forces:R:3 method="wB97M-V/def2-TZVPD" gap_ev=8.8 lumo_energy_ev=0.978 homo_energy_ev=-7.79 energy_ev=-6786.5399 charge=0 smiles=Cc1ccc[nH]1 e_above_lowest_ev=1.9727
C 1.677 -0.042 -0.183 0.41 0.20 0.11
C 0.480 0.143 0.742 -0.12 -0.04 -0.44
C -0.418 1.186 0.560 0.08 0.04 -0.28
C -1.623 0.643 0.034 0.09 0.07 -0.23
C -1.426 -0.715 -0.082 -0.03 0.03 0.05
N -0.264 -1.011 0.554 0.06 -0.17 -0.43
H 2.341 -0.883 0.051 -0.06 0.24 0.22
H 1.171 -0.303 -1.130 0.39 0.13 0.00
H 2.260 0.850 -0.389 0.12 0.10 0.37
H -0.164 2.239 0.542 0.02 -0.17 0.09
H -2.471 1.183 -0.367 0.15 -0.01 0.14
H -1.756 -1.384 -0.862 -1.00 -0.42 0.72
H 0.195 -1.906 0.530 -0.11 0.01 -0.34